9 unconnected molecules or ions with the total composition C36H64IN8 at a distorted geometry, computed with ωB97M-V/def2-TZVPD.

Each atom is followed by the atoms it is bonded to, with distances in Å.
Cartesian coordinates (Å):
1 C 4.938 -0.020 0.119  C2 1.472, H6 1.105, H7 1.094
2 C 3.773 -0.915 0.197  C1 1.472, I3 2.281, C4 1.531, H8 1.100
3 I 3.689 -2.164 2.103  C2 2.281
4 C 2.442 -0.167 0.077  C2 1.531, C5 1.525, H9 1.100, H10 1.101
5 C 1.100 -0.878 0.227  C4 1.525, H11 1.096, H12 1.096, H13 1.101
6 H 5.590 -0.403 -0.687  C1 1.105
7 H 5.585 0.024 0.999  C1 1.094
8 H 3.807 -1.672 -0.600  C2 1.100
9 H 2.490 0.724 0.720  C4 1.100
10 H 2.489 0.212 -0.956  C4 1.101
11 H 0.987 -1.370 1.200  C5 1.096
12 H 0.297 -0.142 0.107  C5 1.096
13 H 0.957 -1.626 -0.567  C5 1.101
14 C 0.401 3.304 2.357  C15 1.522, H19 1.092, H20 1.090, H21 1.094
15 C -0.493 4.152 1.464  C14 1.522, C16 1.535, H22 1.091, H23 1.092
16 C -1.911 3.581 1.327  C15 1.535, C17 1.462, H24 1.090, H25 1.093
17 C -1.890 2.243 0.740  C16 1.462, N18 1.150
18 N -1.874 1.198 0.257  C17 1.150
19 H 0.538 2.305 1.939  C14 1.092
20 H 1.390 3.752 2.454  C14 1.090
21 H -0.028 3.201 3.358  C14 1.094
22 H -0.049 4.237 0.470  C15 1.091
23 H -0.581 5.165 1.864  C15 1.092
24 H -2.529 4.215 0.690  C16 1.090
25 H -2.410 3.516 2.297  C16 1.093
26 C -2.232 -4.812 0.679  C27 1.523, H31 1.092, H32 1.091, H33 1.092
27 C -2.825 -3.536 0.096  C26 1.523, C28 1.534, H34 1.092, H35 1.091
28 C -2.401 -2.277 0.863  C27 1.534, C29 1.460, H36 1.091, H37 1.093
29 C -2.855 -2.335 2.250  C28 1.460, N30 1.152
30 N -3.254 -2.386 3.330  C29 1.152
31 H -2.569 -4.969 1.705  C26 1.092
32 H -2.531 -5.682 0.093  C26 1.091
33 H -1.141 -4.770 0.687  C26 1.092
34 H -3.915 -3.593 0.092  C27 1.092
35 H -2.506 -3.422 -0.942  C27 1.091
36 H -2.826 -1.382 0.407  C28 1.091
37 H -1.314 -2.167 0.852  C28 1.093
38 C 3.656 -5.845 0.089  C39 1.524, H43 1.091, H44 1.091, H45 1.091
39 C 5.090 -6.321 -0.107  C38 1.524, C40 1.533, H46 1.093, H47 1.092
40 C 6.102 -5.174 -0.005  C39 1.533, C41 1.461, H48 1.091, H49 1.094
41 C 5.854 -4.142 -1.009  C40 1.461, N42 1.151
42 N 5.608 -3.327 -1.784  C41 1.151
43 H 3.373 -5.129 -0.685  C38 1.091
44 H 2.961 -6.684 0.045  C38 1.091
45 H 3.533 -5.344 1.050  C38 1.091
46 H 5.197 -6.809 -1.079  C39 1.093
47 H 5.346 -7.064 0.652  C39 1.092
48 H 7.126 -5.534 -0.124  C40 1.091
49 H 6.025 -4.693 0.974  C40 1.094
50 C 4.432 1.272 -3.045  C51 1.517, H55 1.095, H56 1.091, H57 1.093
51 C 5.858 1.296 -3.561  C50 1.517, C52 1.533, H58 1.093, H59 1.091
52 C 6.491 2.684 -3.411  C51 1.533, C53 1.465, H60 1.092, H61 1.092
53 C 5.786 3.695 -4.202  C52 1.465, N54 1.152
54 N 5.234 4.470 -4.851  C53 1.152
55 H 3.781 1.949 -3.608  C50 1.095
56 H 4.018 0.265 -3.108  C50 1.091
57 H 4.409 1.550 -1.988  C50 1.093
58 H 5.911 0.989 -4.609  C51 1.093
59 H 6.454 0.586 -2.985  C51 1.091
60 H 7.533 2.684 -3.737  C52 1.092
61 H 6.467 2.987 -2.362  C52 1.092
62 C 0.123 -0.553 3.782  C63 1.520, H67 1.092, H68 1.090, H69 1.092
63 C 0.017 -0.056 5.214  C62 1.520, C64 1.533, H70 1.092, H71 1.093
64 C 1.171 0.871 5.616  C63 1.533, C65 1.464, H72 1.092, H73 1.093
65 C 2.477 0.214 5.536  C64 1.464, N66 1.150
66 N 3.501 -0.306 5.473  C65 1.150
67 H 1.031 -1.141 3.627  C62 1.092
68 H -0.735 -1.180 3.541  C62 1.090
69 H 0.143 0.278 3.074  C62 1.092
70 H -0.010 -0.903 5.904  C63 1.092
71 H -0.918 0.494 5.352  C63 1.093
72 H 1.042 1.226 6.640  C64 1.092
73 H 1.196 1.746 4.962  C64 1.093
74 C -4.027 1.471 -2.341  C75 1.519, H79 1.090, H80 1.090, H81 1.091
75 C -4.630 2.659 -3.069  C74 1.519, C76 1.534, H82 1.092, H83 1.092
76 C -4.262 3.992 -2.405  C75 1.534, C77 1.464, H84 1.092, H85 1.094
77 C -4.753 4.082 -1.029  C76 1.464, N78 1.151
78 N -5.148 4.153 0.050  C77 1.151
79 H -4.401 1.394 -1.320  C74 1.090
80 H -4.268 0.537 -2.849  C74 1.090
81 H -2.941 1.556 -2.284  C74 1.091
82 H -5.718 2.570 -3.115  C75 1.092
83 H -4.271 2.692 -4.100  C75 1.092
84 H -4.677 4.836 -2.958  C76 1.092
85 H -3.175 4.113 -2.380  C76 1.094
86 C 0.152 3.846 -5.449  C87 1.522, H91 1.091, H92 1.090, H93 1.093
87 C 0.843 2.548 -5.054  C86 1.522, C88 1.537, H94 1.091, H95 1.091
88 C 0.030 1.735 -4.034  C87 1.537, C89 1.466, H96 1.091, H97 1.093
89 C -0.242 2.466 -2.792  C88 1.466, N90 1.151
90 N -0.468 3.077 -1.843  C89 1.151
91 H 0.034 4.505 -4.588  C86 1.091
92 H 0.739 4.380 -6.196  C86 1.090
93 H -0.839 3.655 -5.870  C86 1.093
94 H 1.831 2.764 -4.647  C87 1.091
95 H 0.999 1.923 -5.934  C87 1.091
96 H 0.546 0.809 -3.775  C88 1.091
97 H -0.941 1.467 -4.458  C88 1.093
98 C -7.931 -2.439 3.317  C99 1.522, H103 1.091, H104 1.090, H105 1.093
99 C -6.774 -1.519 3.681  C98 1.522, C100 1.533, H106 1.091, H107 1.092
100 C -6.551 -0.407 2.650  C99 1.533, C101 1.463, H108 1.091, H109 1.093
101 C -6.222 -0.949 1.332  C100 1.463, N102 1.152
102 N -5.906 -1.404 0.322  C101 1.152
103 H -7.739 -2.954 2.374  C98 1.091
104 H -8.078 -3.197 4.086  C98 1.090
105 H -8.865 -1.881 3.212  C98 1.093
106 H -5.850 -2.090 3.781  C99 1.091
107 H -6.961 -1.045 4.647  C99 1.092
108 H -5.723 0.235 2.953  C100 1.091
109 H -7.440 0.220 2.549  C100 1.093

Output
Spin multiplicity: 1
Electronic energy, eV: -58390.3346
Total charge: -1
E_LUMO, eV: 2.135
Orbital gap, eV: 4.383



12 unconnected molecules or ions with the total composition C36H64N16O4 at a distorted geometry, computed with ωB97M-V/def2-TZVPD.

Each atom is followed by the atoms it is bonded to, with distances in Å.
Cartesian coordinates (Å):
1 C -14.767 42.843 -15.594  C2 1.418, C5 1.377, H6 1.080
2 C -15.383 42.234 -14.472  C1 1.418, C3 1.392, H7 1.080
3 C -16.764 42.370 -14.584  C2 1.392, N4 1.357, H8 1.080
4 N -16.976 42.765 -15.865  C3 1.357, C5 1.360, H9 1.010
5 C -15.809 43.169 -16.434  C1 1.377, N4 1.360, H10 1.080
6 H -13.719 43.073 -15.718  C1 1.080
7 H -14.861 42.003 -13.555  C2 1.080
8 H -17.606 42.069 -13.979  C3 1.080
9 H -17.873 42.792 -16.328  N4 1.010
10 H -15.878 43.594 -17.425  C5 1.080
11 C -11.133 45.378 -19.425  C12 1.394, C15 1.398, H16 1.080
12 C -10.270 44.500 -18.770  C11 1.394, C13 1.395, H17 1.080
13 C -10.448 44.691 -17.400  C12 1.395, N14 1.400, H18 1.080
14 N -11.486 45.608 -17.192  C13 1.400, C15 1.390, H19 1.010
15 C -11.823 46.101 -18.447  C11 1.398, N14 1.390, H20 1.080
16 H -11.195 45.340 -20.502  C11 1.080
17 H -9.663 43.789 -19.311  C12 1.080
18 H -10.092 44.134 -16.546  C13 1.080
19 H -11.847 45.878 -16.288  N14 1.010
20 H -12.564 46.878 -18.565  C15 1.080
21 C -9.779 45.295 -12.775  C22 1.389, C25 1.395, H26 1.080
22 C -8.781 44.907 -11.890  C21 1.389, C23 1.408, H27 1.080
23 C -8.724 43.515 -11.687  C22 1.408, N24 1.374, H28 1.080
24 N -9.837 43.051 -12.346  C23 1.374, C25 1.356, H29 1.010
25 C -10.486 44.100 -12.910  C21 1.395, N24 1.356, H30 1.080
26 H -10.025 46.310 -13.050  C21 1.080
27 H -8.177 45.566 -11.283  C22 1.080
28 H -8.124 42.791 -11.156  C23 1.080
29 H -10.063 42.067 -12.341  N24 1.010
30 H -11.376 43.910 -13.492  C25 1.080
31 C -16.696 47.623 -18.774  C32 1.353, C35 1.399, H36 1.080
32 C -16.197 46.620 -19.532  C31 1.353, C33 1.394, H37 1.080
33 C -15.252 45.914 -18.790  C32 1.394, N34 1.388, H38 1.080
34 N -15.230 46.430 -17.501  C33 1.388, C35 1.396, H39 1.010
35 C -16.067 47.548 -17.526  C31 1.399, N34 1.396, H40 1.080
36 H -17.430 48.328 -19.134  C31 1.080
37 H -16.443 46.438 -20.568  C32 1.080
38 H -14.763 44.979 -19.021  C33 1.080
39 H -14.783 46.153 -16.639  N34 1.010
40 H -16.066 48.241 -16.698  C35 1.080
41 N -15.300 47.689 -10.084  C42 1.305, H45 1.010, H46 1.010
42 C -15.286 48.133 -8.857  N41 1.305, N43 1.262, O44 1.189
43 N -16.072 49.116 -8.764  C42 1.262, H47 1.010, H48 1.010
44 O -14.602 47.646 -8.015  C42 1.189
45 H -14.808 46.819 -10.226  N41 1.010
46 H -15.782 48.210 -10.803  N41 1.010
47 H -16.257 49.391 -7.810  N43 1.010
48 H -16.457 49.631 -9.543  N43 1.010
49 N -12.400 45.776 -8.469  C50 1.315, H53 1.010, H54 1.010
50 C -12.222 45.397 -9.715  N49 1.315, N51 1.273, O52 1.189
51 N -11.147 44.718 -9.777  C50 1.273, H55 1.010, H56 1.010
52 O -12.966 45.700 -10.592  C50 1.189
53 H -13.192 46.352 -8.220  N49 1.010
54 H -11.734 45.444 -7.787  N49 1.010
55 H -10.719 44.177 -9.039  N51 1.010
56 H -10.838 44.587 -10.730  N51 1.010
57 N -12.941 46.756 -13.240  C58 1.312, H61 1.010, H62 1.010
58 C -13.569 46.001 -14.111  N57 1.312, N59 1.327, O60 1.223
59 N -14.379 45.174 -13.463  C58 1.327, H63 1.010, H64 1.010
60 O -13.528 46.115 -15.328  C58 1.223
61 H -12.365 47.508 -13.591  N57 1.010
62 H -12.880 46.495 -12.267  N57 1.010
63 H -14.582 45.332 -12.486  N59 1.010
64 H -14.934 44.597 -14.078  N59 1.010
65 N -15.140 43.644 -10.119  C66 1.295, H69 1.010, H70 1.010
66 C -15.519 43.032 -9.043  N65 1.295, N67 1.302, O68 1.205
67 N -14.668 43.139 -8.063  C66 1.302, H71 1.010, H72 1.010
68 O -16.497 42.328 -9.018  C66 1.205
69 H -15.818 43.798 -10.852  N65 1.010
70 H -14.345 44.267 -10.116  N65 1.010
71 H -14.945 42.588 -7.264  N67 1.010
72 H -13.859 43.724 -7.910  N67 1.010
73 C -19.038 47.383 -9.709  C74 1.573, H78 1.090, H79 1.090, H80 1.090
74 C -20.056 46.231 -10.043  C73 1.573, C75 1.579, H81 1.090, H82 1.090
75 C -19.447 44.781 -10.182  C74 1.579, C76 1.510, H83 1.090, H84 1.090
76 C -18.267 44.623 -11.112  C75 1.510, N77 1.173
77 N -17.335 44.466 -11.807  C76 1.173
78 H -19.503 48.262 -9.263  C73 1.090
79 H -18.440 47.711 -10.560  C73 1.090
80 H -18.287 47.041 -8.997  C73 1.090
81 H -20.536 46.512 -10.980  C74 1.090
82 H -20.933 46.202 -9.396  C74 1.090
83 H -20.161 43.971 -10.331  C75 1.090
84 H -19.032 44.503 -9.213  C75 1.090
85 C -13.938 49.759 -15.349  C86 1.525, H90 1.090, H91 1.090, H92 1.090
86 C -13.662 51.029 -16.148  C85 1.525, C87 1.577, H93 1.090, H94 1.090
87 C -14.814 51.345 -17.177  C86 1.577, C88 1.457, H95 1.090, H96 1.090
88 C -16.147 51.656 -16.678  C87 1.457, N89 1.207
89 N -17.237 51.959 -16.259  C88 1.207
90 H -13.046 49.558 -14.755  C85 1.090
91 H -14.088 48.842 -15.917  C85 1.090
92 H -14.703 49.920 -14.589  C85 1.090
93 H -12.703 50.950 -16.660  C86 1.090
94 H -13.512 51.925 -15.544  C86 1.090
95 H -14.987 50.534 -17.884  C87 1.090
96 H -14.591 52.288 -17.676  C87 1.090
97 C -11.814 49.307 -10.410  C98 1.548, H102 1.090, H103 1.090, H104 1.090
98 C -12.595 50.400 -11.179  C97 1.548, C99 1.549, H105 1.090, H106 1.090
99 C -12.253 51.867 -10.822  C98 1.549, C100 1.464, H107 1.090, H108 1.090
100 C -10.983 52.389 -11.331  C99 1.464, N101 1.157
101 N -9.988 52.826 -11.728  C100 1.157
102 H -12.072 48.331 -10.820  C97 1.090
103 H -11.996 49.405 -9.340  C97 1.090
104 H -10.744 49.466 -10.544  C97 1.090
105 H -13.640 50.091 -11.184  C98 1.090
106 H -12.380 50.344 -12.247  C98 1.090
107 H -12.269 51.955 -9.735  C99 1.090
108 H -13.025 52.593 -11.077  C99 1.090
109 C -6.657 48.786 -13.856  C110 1.550, H114 1.090, H115 1.090, H116 1.090
110 C -7.211 48.903 -12.414  C109 1.550, C111 1.480, H117 1.090, H118 1.090
111 C -8.340 49.854 -12.314  C110 1.480, C112 1.512, H119 1.090, H120 1.090
112 C -9.520 49.508 -13.194  C111 1.512, N113 1.158
113 N -10.423 49.205 -13.853  C112 1.158
114 H -7.304 48.281 -14.574  C109 1.090
115 H -5.757 48.197 -14.037  C109 1.090
116 H -6.410 49.737 -14.327  C109 1.090
117 H -6.339 49.154 -11.811  C110 1.090
118 H -7.464 47.869 -12.177  C110 1.090
119 H -7.989 50.862 -12.537  C111 1.090
120 H -8.737 49.846 -11.298  C111 1.090

Output
Spin multiplicity: 1
Electronic energy, eV: -70401.5154
E_LUMO, eV: 0.066
Structure (SMILES): c1cc[nH]c1.c1cc[nH]c1.c1cc[nH]c1.c1cc[nH]c1.NC(N)=O.NC(N)=O.NC(N)=O.NC(N)=O.CCCC#N.CCCC#N.CCCC#N.CCCC#N
Orbital gap, eV: 7.295